Below is C34H38AsBrCeO2PS as an isolated structure in a non-equilibrium geometry, with properties calculated with ωB97M-V/def2-TZVPD.

Calculated values
Energy relative to the best compared isomer or geometry (same formula, charge and spin)   36.0 kJ/mol
Largest force on an atom   0.0641 Eh/bohr
Net charge   +3
DFT total energy   -203878.4859 eV
Frontier orbital gap (spin up / spin down)   6.706 / 6.703 eV
HOMO level (spin up / spin down)   -15.9 / -15.9 eV

Structure (XYZ):
```
79
Properties=species:S:1:pos:R:3:mulliken_charge:R:1
Ce 13.497 11.018 9.313 0.859
Br 14.417 13.295 7.436 -0.162
C 13.248 14.635 8.211 0.679
C 13.142 15.845 7.583 -0.839
C 12.428 16.800 8.250 -0.634
C 11.936 16.618 9.541 -1.075
C 11.934 15.300 10.086 0.936
C 11.479 15.067 11.410 -0.909
C 11.447 13.782 11.889 -1.004
C 12.008 12.703 11.118 -0.724
C 12.673 12.998 9.947 1.113
C 12.573 14.307 9.370 0.307
H 13.607 16.049 6.638 0.508
H 12.356 17.752 7.782 0.458
H 11.448 17.435 10.080 0.423
H 11.063 15.888 12.001 0.440
H 10.972 13.534 12.805 0.566
H 11.915 11.658 11.438 0.154
C 13.149 7.042 10.725 -1.188
P 12.346 8.648 10.635 1.021
C 11.442 8.847 9.021 0.138
C 10.842 10.066 8.772 -0.441
C 10.484 10.380 7.459 -0.587
C 10.797 9.468 6.403 -0.732
C 11.364 8.222 6.687 -0.899
C 11.723 7.907 7.997 -0.512
C 11.018 8.465 11.929 0.408
C 10.015 7.534 11.644 -0.325
C 9.005 7.271 12.588 -0.797
C 8.892 8.173 13.633 -0.430
C 9.784 9.211 13.822 -0.813
C 10.871 9.311 13.053 -0.144
H 12.506 6.234 10.429 0.488
H 13.476 6.835 11.753 0.450
H 14.055 6.977 10.121 0.214
H 10.517 10.703 9.621 0.799
H 9.944 11.316 7.219 0.498
H 10.563 9.832 5.394 0.458
H 11.535 7.507 5.861 0.699
H 12.128 6.946 8.284 0.611
H 10.014 6.904 10.718 0.199
H 8.234 6.525 12.376 0.389
H 8.079 8.011 14.297 0.424
H 9.673 9.920 14.572 0.517
H 11.630 10.075 13.268 0.372
C 17.050 9.856 6.840 -0.910
As 15.445 8.866 6.894 0.714
C 15.556 7.250 7.798 -1.085
C 14.820 8.652 5.062 -0.999
O 14.448 9.931 7.808 -0.405
H 17.930 9.228 6.756 0.459
H 17.032 10.444 7.782 0.118
H 16.992 10.474 5.957 0.398
H 16.147 6.506 7.285 0.563
H 14.610 6.750 7.925 0.298
H 15.937 7.406 8.799 0.394
H 13.874 8.153 5.072 0.278
H 15.570 7.974 4.503 0.416
H 14.688 9.630 4.683 0.442
C 21.735 13.732 10.058 -1.458
C 20.261 13.397 10.228 0.865
C 19.873 12.159 10.605 -0.966
C 18.586 11.883 10.928 -0.741
C 17.639 12.895 10.752 0.528
C 17.984 14.107 10.271 -0.251
C 19.270 14.402 10.032 -0.738
S 15.974 12.705 11.169 0.548
C 16.095 12.252 12.855 -1.204
O 15.468 11.442 10.339 -0.292
H 21.919 14.261 9.150 0.388
H 22.468 12.914 10.181 0.358
H 22.026 14.565 10.703 0.369
H 20.662 11.429 10.655 0.383
H 18.346 10.900 11.144 0.545
H 17.220 14.899 10.102 0.387
H 19.542 15.398 9.628 0.379
H 16.646 11.346 13.068 0.381
H 15.098 12.239 13.322 0.429
H 16.587 13.133 13.312 0.497
```

Below is C45H50BF10N6O4SbTeTi as an isolated structure in a non-equilibrium geometry, with properties calculated with ωB97M-V/def2-TZVPD.

Calculated values
Energy relative to the best compared isomer or geometry (same formula, charge and spin)   0.0 kJ/mol
Largest force on an atom   0.0333 Eh/bohr
Net charge   -2
Spin multiplicity   3
DFT total energy   -129409.5631 eV
Frontier orbital gap (spin up / spin down)   6.059 / 5.491 eV
HOMO level (spin up / spin down)   -3.0 / -3.3 eV

Structure (XYZ):
```
119
Properties=species:S:1:pos:R:3:mulliken_charge:R:1
Ti -0.374 -0.058 0.292 -0.737
C 5.541 4.770 -0.647 -1.060
C 5.191 3.854 -1.812 -1.023
N 3.868 3.258 -1.660 0.316
C 3.773 2.081 -0.996 -0.256
C 2.612 1.488 -0.633 0.725
C 2.691 0.175 0.094 0.080
O 3.765 -0.204 0.513 -0.766
O 1.570 -0.474 0.180 0.117
C 1.384 2.168 -0.877 0.348
O 0.268 1.769 -0.501 0.269
C 1.476 3.430 -1.598 0.719
C 0.307 4.133 -1.911 -0.602
C 0.374 5.302 -2.602 0.546
F -0.783 5.918 -2.948 -0.386
C 1.598 5.859 -3.025 -0.473
C 2.752 5.169 -2.681 -0.951
C 2.710 3.954 -1.987 -0.559
N 1.691 7.022 -3.784 0.166
C 2.678 7.072 -4.858 -0.816
C 3.911 7.881 -4.599 -1.126
N 2.128 9.723 -2.715 -0.638
C 1.245 9.460 -3.849 -0.458
C 0.670 8.055 -3.773 -0.853
H 6.530 5.209 -0.787 0.412
H 5.540 4.208 0.287 0.339
H 4.811 5.576 -0.558 0.295
H 5.902 3.031 -1.881 0.467
H 5.236 4.390 -2.758 0.452
H 4.702 1.581 -0.752 0.568
H -0.648 3.711 -1.623 0.558
H 3.699 5.616 -2.944 0.478
H 2.173 7.444 -5.756 0.384
H 2.969 6.038 -5.064 0.665
H 4.179 8.683 -5.276 0.316
H 4.738 7.442 -4.052 0.333
H 2.468 10.677 -2.751 0.238
H 2.946 9.121 -2.760 0.251
H 1.710 9.628 -4.831 0.257
H 0.401 10.148 -3.775 0.487
H -0.032 7.906 -4.604 0.364
H 0.115 7.991 -2.841 0.383
F 0.210 -2.480 -0.010 0.116
Sb 1.451 -2.872 -1.467 1.924
F 2.060 -1.286 -2.282 -0.565
F -0.096 -2.869 -2.545 -0.624
F 2.484 -3.674 -2.863 -0.565
F 1.035 -4.701 -1.069 -0.637
F 2.864 -3.029 -0.248 -0.610
B -0.486 0.877 -4.298 0.684
C -0.639 0.283 -2.847 0.116
N -0.721 -0.100 -1.759 -0.310
H -1.599 0.991 -4.779 -0.225
H 0.213 0.125 -4.940 -0.170
H 0.045 1.969 -4.157 -0.215
C -3.462 -1.000 -1.398 -1.456
C -3.272 -1.004 0.108 0.543
O -4.282 -1.010 0.812 -0.666
N -1.990 -1.105 0.590 1.070
Te -2.506 -2.395 2.620 0.418
C -2.253 -2.800 4.779 -0.624
C -2.237 -1.681 5.617 1.372
C -2.363 -0.258 5.120 -1.997
C -2.128 -1.854 6.998 -0.963
C -2.063 -3.109 7.574 0.757
C -1.966 -3.280 9.068 -1.625
C -2.153 -4.211 6.733 -0.806
C -2.268 -4.087 5.352 1.472
C -2.451 -5.364 4.569 -1.599
C -1.332 -3.997 1.877 0.468
C -1.940 -4.799 0.904 0.955
C -3.324 -4.587 0.335 -2.183
C -1.233 -5.883 0.394 -0.601
C 0.061 -6.167 0.788 0.488
C 0.847 -7.262 0.127 -1.668
C 0.646 -5.347 1.740 -0.825
C -0.018 -4.257 2.286 0.976
C 0.753 -3.397 3.250 -1.042
H -4.504 -1.260 -1.579 0.419
H -2.792 -1.704 -1.889 0.198
H -3.263 -0.009 -1.798 0.246
H -2.649 -0.182 4.072 0.029
H -1.423 0.286 5.233 0.283
H -3.121 0.266 5.705 0.581
H -2.099 -0.972 7.631 0.367
H -1.501 -2.410 9.533 0.381
H -1.377 -4.161 9.326 0.384
H -2.957 -3.404 9.514 0.287
H -2.151 -5.208 7.165 0.378
H -2.854 -6.137 5.225 0.527
H -1.513 -5.727 4.149 0.220
H -3.138 -5.228 3.735 0.208
H -3.817 -3.679 0.672 0.305
H -3.972 -5.430 0.594 0.353
H -3.259 -4.538 -0.754 0.419
H -1.702 -6.491 -0.374 0.370
H 0.202 -8.086 -0.184 0.396
H 1.622 -7.652 0.789 0.389
H 1.332 -6.852 -0.762 0.252
H 1.674 -5.527 2.036 0.365
H 1.542 -3.982 3.725 0.540
H 0.128 -2.972 4.034 -0.052
H 1.232 -2.578 2.708 -0.141
N 3.214 1.668 6.848 -0.668
C 2.626 1.436 5.885 -0.039
C 1.891 1.161 4.680 0.113
C 1.030 0.073 4.601 -0.486
C 0.330 -0.165 3.427 -0.127
C 0.466 0.611 2.271 0.942
C 1.310 1.727 2.416 0.107
C 2.010 2.004 3.574 -1.518
H 0.912 -0.585 5.456 0.633
H -0.354 -1.004 3.423 -0.144
H 1.413 2.436 1.606 0.315
H 2.651 2.876 3.635 0.483
F -1.214 2.721 1.396 -0.294
C -1.710 1.485 1.063 0.351
F -2.614 1.786 0.052 -0.374
F -2.488 1.163 2.134 -0.209
```